Entry 1:
A cluster of 10 separate species, C23H70N4O11 in total at a distorted geometry. Source: the Open Molecules 2025 dataset; level of theory: the ωB97M-V functional and the def2-TZVPD basis.

## Properties
HOMO-LUMO gap ... 9.00 eV
Calculated total energy ... -53460.745 eV
SMILES string ... COC[C@H](C)N.COC[C@H](C)N.COC[C@H](C)N.COC[C@H](C)N.OCCO.CO.CO.CO.CO.CO
Total charge ... 0

Last column: Löwdin charge in e.
Atoms and positions in Å:
H  0.338  2.898  5.758  0.071
C  5.487  1.899  8.621  -0.170
H  -1.948  1.445  -10.874  0.088
H  -0.167  1.207  5.679  0.069
O  4.878  1.251  -4.663  -0.063
C  -6.516  -5.195  1.480  -0.160
H  3.134  -5.076  -4.210  0.076
H  3.305  5.807  0.424  0.076
O  5.378  -4.891  3.217  -0.115
H  7.381  2.983  -2.145  0.083
C  3.039  4.842  0.856  -0.187
H  1.276  -1.470  0.859  0.076
C  -7.315  2.118  -2.349  -0.413
H  0.738  0.900  -0.152  0.065
H  -7.725  1.869  -1.370  0.112
C  -0.248  0.963  -8.042  -0.132
H  2.395  -0.143  0.498  0.074
H  7.076  0.999  11.052  0.074
O  -5.320  3.179  -1.251  -0.197
H  4.032  -5.930  4.388  0.075
C  -7.749  -6.131  1.118  -0.431
H  4.467  1.281  6.432  0.077
O  -5.685  -4.751  0.332  -0.214
H  -5.438  2.461  -3.261  0.115
H  -7.646  3.693  -3.458  0.065
N  6.135  3.349  10.573  0.017
H  7.619  0.574  9.537  0.070
H  -9.062  -4.537  0.575  0.077
H  1.232  5.045  0.184  0.078
H  4.256  -3.945  -5.016  0.073
H  -1.024  3.160  -6.255  0.078
C  6.590  2.495  9.527  -0.458
H  2.925  5.009  1.927  0.073
O  0.415  0.001  -0.244  -0.113
C  -0.990  1.289  -10.377  -0.117
H  7.183  3.126  8.865  0.129
H  -7.327  -7.076  0.775  0.135
H  0.635  2.674  -5.894  0.075
O  7.083  3.592  -2.825  -0.061
H  6.907  3.797  11.046  0.075
H  -8.533  -5.527  2.875  0.065
H  4.622  -6.730  2.917  0.075
C  4.318  -5.776  3.348  -0.193
H  -7.428  1.176  -4.383  0.067
H  3.157  -4.832  -5.975  0.081
H  -5.256  1.270  -1.996  0.113
H  4.884  2.715  8.222  0.116
H  5.137  1.735  -5.451  0.077
C  -8.669  -5.439  0.105  -0.063
H  -4.793  -2.950  1.092  0.080
N  -0.237  -0.086  -5.721  0.032
C  -7.904  1.097  -3.406  -0.047
H  6.119  -5.174  3.759  0.079
H  -7.929  -7.034  2.953  0.066
C  -0.754  1.041  -6.530  -0.412
H  -0.634  2.344  -4.783  0.069
C  3.773  -4.920  -5.080  -0.200
H  -0.406  0.286  -4.798  0.053
H  5.296  -6.004  -4.473  0.080
H  -7.560  4.138  -1.891  0.067
H  5.898  0.651  5.509  0.083
H  -7.845  0.082  -3.012  0.067
C  5.539  1.746  -3.528  -0.250
N  -7.918  3.434  -2.521  0.019
H  4.771  2.266  -2.955  0.113
N  -8.453  -6.397  2.370  0.024
O  -1.277  1.483  -8.991  -0.213
H  -8.109  -5.205  -0.800  0.074
H  -0.063  -0.077  -8.310  0.106
C  5.363  0.662  6.458  -0.078
H  -0.673  0.261  -10.552  0.075
C  6.665  2.743  -3.879  -0.252
H  -0.702  2.244  4.480  0.078
H  -4.470  1.947  0.155  0.082
H  5.139  -0.377  6.700  0.080
H  6.426  3.345  -4.756  0.119
H  -3.897  -4.510  1.186  0.081
H  4.905  1.112  9.099  0.127
C  7.529  1.456  10.172  -0.056
C  1.570  -0.739  0.106  -0.175
H  0.757  0.078  -5.794  0.061
H  5.863  0.942  -2.867  0.117
H  3.880  4.168  0.696  0.079
H  -6.204  2.132  0.377  0.081
H  -1.843  0.997  -6.527  0.129
H  -9.506  -6.078  -0.178  0.072
H  8.458  1.946  10.463  0.075
H  -6.024  -5.818  2.226  0.108
H  -4.139  -3.697  -0.388  0.086
H  -5.078  3.426  0.809  0.087
H  0.732  1.429  -8.143  0.112
H  -0.152  1.902  -10.708  0.081
H  -8.964  1.343  -3.470  0.069
C  -4.573  -3.894  0.593  -0.109
O  6.149  1.294  7.494  -0.230
C  -0.503  2.236  5.551  -0.173
H  -6.919  -4.303  1.960  0.111
C  -5.296  2.653  0.073  -0.103
H  3.425  -5.437  2.822  0.080
O  -1.610  2.327  6.426  -0.122
H  -1.448  2.066  7.336  0.076
H  5.605  4.103  10.160  0.069
H  2.042  -1.221  -0.750  0.072
C  -0.407  2.359  -5.849  -0.086
O  4.632  -5.995  -5.166  -0.111
C  -5.716  2.230  -2.232  -0.183
O  1.906  4.361  0.201  -0.117
H  7.584  2.232  -4.168  0.116

=====

Entry 2:
A cluster of 10 separate species, C23H71N5O10 in total at a distorted geometry. Source: the Open Molecules 2025 dataset; level of theory: the ωB97M-V functional and the def2-TZVPD basis.

## Properties
HOMO-LUMO gap (spin up / spin down) ... 9.33 / 3.90 eV
Expectation value of S² ... 0.755
Calculated total energy ... -52915.432 eV
Spin multiplicity ... 2
Total charge ... +1

Last column: Mulliken spin population.
Atoms and positions in Å:
C  -21.962  -6.057  15.348  0.000
H  -19.965  -5.325  7.044  0.022
H  -23.602  -3.716  11.085  0.001
H  -21.375  -9.976  12.533  0.000
H  -28.946  -5.335  11.934  0.000
H  -23.240  -11.192  12.221  0.000
H  -21.425  -6.326  12.197  -0.001
O  -24.289  -2.589  9.716  0.000
C  -22.551  -4.547  6.619  -0.005
H  -20.998  -5.579  15.521  0.000
H  -20.282  -6.621  13.534  0.004
C  -24.347  -7.428  11.592  0.000
H  -22.300  -5.678  14.383  0.000
H  -22.392  -1.851  9.727  0.000
C  -20.643  -7.677  18.963  0.000
H  -19.831  -9.494  10.565  0.000
O  -20.626  -7.511  17.580  0.000
H  -29.640  -3.959  10.344  0.000
H  -26.065  -5.206  10.854  0.000
H  -20.719  0.431  10.006  0.000
C  -25.230  -3.712  13.487  0.000
N  -20.171  -3.237  11.648  0.009
H  -23.110  -9.265  10.189  0.000
H  -22.679  -5.581  16.018  0.000
H  -23.735  -6.613  11.205  0.000
H  -19.713  -7.902  7.456  -0.001
H  -21.683  -3.019  15.613  0.000
H  -25.163  -2.901  9.479  0.000
H  -20.973  -10.280  9.534  0.000
O  -21.562  -1.369  9.760  0.000
H  -29.074  -4.151  8.778  0.000
O  -22.627  -5.248  7.858  0.092
H  -25.478  -2.948  12.749  0.000
C  -25.844  -4.702  8.351  0.002
H  -22.267  0.589  9.292  0.000
H  -18.216  -1.591  12.654  0.000
H  -21.484  -7.255  19.512  0.000
C  -20.785  -1.834  13.559  0.002
C  -20.572  -10.292  10.548  0.000
N  -22.517  -11.430  11.557  0.000
H  -19.755  -7.270  19.447  0.000
H  -23.241  -9.018  14.967  0.000
O  -26.485  -3.891  9.324  0.000
H  -21.032  -7.941  15.049  0.000
H  -25.532  -4.095  7.501  0.000
O  -22.889  -3.957  11.676  -0.002
C  -21.854  -7.916  17.042  0.000
C  -26.900  -4.616  10.474  0.000
H  -23.266  -3.876  12.552  0.000
H  -27.736  -6.278  9.559  0.000
H  -25.113  -7.096  12.293  0.000
H  -21.988  -12.158  12.015  0.000
C  -22.576  -8.945  11.084  -0.001
O  -20.687  -1.442  14.957  0.001
H  -25.974  -3.867  14.268  0.000
H  -25.153  -4.681  12.995  0.000
H  -23.533  -4.324  6.201  0.004
H  -26.529  -5.471  7.992  0.000
C  -29.335  -4.746  9.654  0.000
C  -18.401  -2.568  13.100  0.000
C  -20.430  -6.690  12.456  -0.005
H  -22.020  -8.971  17.260  0.000
H  -22.025  -5.192  5.915  0.006
H  -20.721  -8.758  19.082  0.000
H  -20.004  -11.195  10.772  0.000
C  -19.891  -2.937  13.030  0.000
H  -23.186  -7.973  13.964  0.000
H  -21.931  -8.119  10.783  -0.001
C  -20.799  -2.457  15.913  0.000
H  -21.824  -2.024  13.288  0.000
O  -24.017  -3.352  14.129  0.000
H  -24.947  -5.144  8.785  -0.002
H  -23.985  -2.456  14.474  0.000
C  -21.758  -10.176  11.532  0.000
N  -23.236  -8.008  14.972  0.000
C  -21.718  -0.004  10.023  0.000
H  -19.230  -5.981  9.777  -0.021
H  -19.891  -3.059  15.887  0.000
O  -23.488  -8.443  12.030  0.000
H  -19.090  -4.574  9.138  -0.018
H  -20.195  -2.429  11.042  0.001
H  -30.162  -5.407  9.395  0.000
H  -18.151  -2.606  14.160  0.000
H  -20.516  -7.742  12.182  0.002
H  -27.135  -3.886  11.248  0.000
N  -19.153  -5.546  8.869  0.768
H  -21.352  -7.500  7.060  -0.001
C  -20.285  -5.780  7.981  0.018
H  -20.567  -0.936  12.981  0.000
H  -21.260  -4.066  8.832  0.010
H  -20.931  -2.130  16.945  0.000
H  -24.432  -1.702  10.045  0.000
H  -21.127  -3.520  11.486  0.006
H  -21.611  -5.560  9.642  -0.002
O  -19.418  -6.025  11.678  0.029
H  -22.136  0.246  10.999  0.000
N  -28.628  -6.174  11.471  0.000
C  -28.156  -5.568  10.272  0.000
H  -22.700  -7.409  17.506  0.000
H  -20.860  -7.725  8.723  -0.001
H  -20.018  -3.847  13.616  -0.001
H  -22.059  -3.582  6.733  0.000
H  -24.932  -7.808  10.754  0.000
C  -20.555  -7.288  7.773  0.010
H  -17.783  -3.347  12.652  0.000
C  -21.931  -7.571  15.540  0.000
H  -29.521  -6.582  11.230  0.000
H  -19.592  -5.085  11.761  0.004
C  -21.457  -5.123  8.655  0.072

=====

Q: What is the calculated total energy in the first record?
A: -53460.745 eV

=====

Q: What is the formula in the first record?
A: C23H70N4O11

=====

Q: What is the calculated total energy in the second record?
A: -52915.432 eV

=====

Q: The lowest total charge belongs to which entry?
A: C23H70N4O11